The following is a DFT calculation (ωB97M-V with the def2-TZVPD basis set) of a single C21H24N2O2 molecule.

Geometry as XYZ:
```
49
Properties=species:S:1:pos:R:3:forces:R:3
C -5.28769 1.56836 5.02817 0.03 0.00 0.06
C -4.07639 1.78908 4.17512 -0.03 0.10 -0.06
C -3.15176 0.76635 3.98846 0.03 0.03 -0.05
C -2.02115 0.96602 3.22170 -0.01 0.03 0.02
C -1.78584 2.19646 2.61777 0.02 0.16 -0.02
C -0.56845 2.37596 1.74884 0.04 -0.02 0.07
N -0.65692 1.53892 0.56501 -0.08 0.38 -0.04
C 0.02192 0.37598 0.45239 -0.17 0.07 -0.60
O 0.88621 0.02265 1.22134 0.20 -0.26 0.31
C -0.41329 -0.45809 -0.76620 0.18 -0.06 0.12
C -1.75750 -1.15842 -0.48889 -0.07 -0.06 0.00
C -1.33724 -2.51587 0.06730 0.02 -0.03 0.00
C 0.05186 -2.74240 -0.51556 -0.46 -0.18 0.10
O 0.65949 -3.78609 -0.55906 0.19 -0.32 0.04
N 0.49199 -1.55576 -0.99348 -0.09 0.53 -0.13
C 1.82743 -1.36093 -1.49503 0.10 -0.09 -0.20
C 1.84705 -1.12881 -3.01424 0.08 -0.08 0.28
C 3.26519 -1.03381 -3.49675 -0.10 0.07 -0.09
C 3.89177 0.19831 -3.62634 -0.01 -0.02 0.00
C 5.21063 0.27886 -4.03771 0.08 0.08 0.00
C 5.92053 -0.87487 -4.32101 0.10 0.02 -0.03
C 5.30552 -2.10861 -4.18972 0.06 -0.07 -0.01
C 3.98727 -2.18668 -3.77883 -0.01 0.03 0.00
C -2.70809 3.21632 2.79526 0.18 -0.07 -0.02
C -3.83752 3.01497 3.56999 -0.09 -0.09 0.07
H -5.74129 0.60321 4.81117 -0.08 -0.04 0.02
H -6.02630 2.34974 4.86784 -0.08 0.02 0.02
H -5.00681 1.57447 6.08153 -0.07 -0.01 0.08
H -3.32122 -0.19386 4.45423 -0.02 -0.11 0.05
H -1.30513 0.16774 3.08990 0.11 -0.12 -0.01
H 0.33274 2.05691 2.27918 -0.08 0.14 -0.09
H -0.45948 3.42000 1.44243 0.03 -0.08 0.10
H -1.42533 1.72316 -0.06127 0.06 -0.12 -0.01
H -0.45958 0.19425 -1.64644 -0.04 -0.03 0.11
H -2.38131 -0.59436 0.20465 -0.01 0.03 -0.06
H -2.30541 -1.28693 -1.42376 0.02 0.04 0.03
H -2.01209 -3.32685 -0.19834 0.07 -0.02 0.02
H -1.23739 -2.49324 1.15390 0.01 -0.04 0.03
H 2.29417 -0.51883 -0.97552 0.01 -0.09 0.01
H 2.38377 -2.27146 -1.25898 0.00 0.14 0.01
H 1.30881 -0.20898 -3.25436 -0.04 -0.03 -0.05
H 1.33954 -1.96563 -3.49814 -0.05 0.04 -0.01
H 3.34202 1.10306 -3.40639 -0.08 0.09 0.02
H 5.68510 1.24444 -4.13713 0.04 0.07 -0.01
H 6.94955 -0.81294 -4.64316 0.08 0.00 -0.03
H 5.85518 -3.01239 -4.40849 0.04 -0.07 -0.02
H 3.50961 -3.15023 -3.67555 -0.07 -0.12 0.01
H -2.54091 4.17831 2.33122 0.03 0.10 -0.06
H -4.54325 3.82252 3.70297 -0.09 0.07 0.02
```
Positions in Å, forces in eV/Å.

frontier orbital gap: 9.47 eV
electronic energy: -1074.676118 Eh
total charge: 0
energy relative to the best compared isomer or geometry (same formula, charge and spin): 45.9 kJ/mol
HOMO: -0.3276 hartree

Results of the natural (NBO) charge analysis, in e, for atoms 1 through 4:
1. C -0.627
2. C -0.017
3. C -0.197
4. C -0.233

The following is a DFT calculation (ωB97M-V with the def2-TZVPD basis set) of a single C21H24N2O3 molecule.

Geometry as XYZ:
```
50
Properties=species:S:1:pos:R:3:forces:R:3
C 5.26980 0.37058 -4.27085 -0.16 0.00 -0.22
N 4.76922 -0.01028 -2.97026 0.20 0.04 -0.16
C 5.69614 0.09143 -1.86920 -0.04 0.05 0.24
C 3.47589 -0.39005 -2.84026 0.00 -0.06 0.19
O 2.73831 -0.52249 -3.80179 -0.27 -0.10 -0.18
C 3.00716 -0.64501 -1.43847 -0.33 0.07 -0.08
C 2.78422 -2.07172 -1.00432 -0.08 -0.17 0.02
C 1.61290 -1.18506 -1.27567 0.15 0.15 0.09
C 0.76140 -0.67892 -0.13899 0.08 0.08 0.11
N 0.33252 0.68965 -0.41587 0.18 0.02 -0.34
C -0.14558 1.44104 0.60584 0.08 0.23 -0.19
O 0.10821 1.26744 1.77071 0.01 -0.05 0.29
O -0.92607 2.44586 0.13456 0.08 -0.12 -0.21
C -1.63161 3.15965 1.14334 -0.06 0.20 0.32
C -2.58071 2.26606 1.90363 -0.02 0.01 -0.03
C -3.17554 1.17930 1.27655 0.00 0.09 -0.05
C -4.01946 0.33946 1.97990 -0.06 -0.04 -0.04
C -4.28823 0.58597 3.31467 -0.07 -0.06 0.07
C -3.70834 1.67535 3.94231 -0.04 0.02 0.10
C -2.85429 2.50837 3.24230 0.01 0.04 -0.16
C -0.46655 -1.52864 0.11782 0.10 -0.07 0.17
C -0.74488 -1.97986 1.40051 0.08 0.00 -0.08
C -1.91004 -2.67869 1.66273 -0.07 -0.09 0.05
C -2.81141 -2.93297 0.64399 -0.05 -0.06 0.09
C -2.54441 -2.48149 -0.63734 -0.06 0.03 -0.13
C -1.38159 -1.77919 -0.89790 0.05 -0.03 0.03
H 4.45437 0.27281 -4.98458 0.13 0.04 0.00
H 6.09253 -0.28165 -4.57184 0.02 0.03 -0.01
H 5.61968 1.40520 -4.25612 0.04 0.01 -0.02
H 6.70953 -0.00553 -2.25716 -0.02 -0.02 0.03
H 5.52746 -0.70672 -1.14813 0.05 0.03 0.03
H 5.61376 1.05722 -1.35970 0.08 -0.03 0.04
H 3.35620 0.05620 -0.69295 -0.02 -0.03 0.11
H 3.01090 -2.32812 0.02010 0.00 0.04 0.11
H 3.00290 -2.85475 -1.71444 0.00 -0.02 -0.11
H 1.08512 -1.35920 -2.20477 0.09 -0.01 -0.08
H 1.35431 -0.62578 0.78054 -0.05 -0.08 -0.13
H -0.05136 0.87117 -1.33125 -0.04 0.04 0.06
H -0.91948 3.62127 1.83627 -0.13 -0.02 -0.10
H -2.17384 3.94150 0.60310 0.13 -0.09 0.07
H -2.96786 0.98114 0.23466 0.04 -0.04 -0.09
H -4.46242 -0.51053 1.48227 -0.03 -0.07 -0.03
H -4.94489 -0.07096 3.86585 -0.05 -0.05 0.05
H -3.91255 1.87069 4.98489 -0.01 0.01 0.09
H -2.38922 3.34744 3.73898 0.09 0.08 0.07
H -0.05275 -1.76646 2.20101 0.09 0.06 0.09
H -2.11754 -3.01815 2.66665 -0.02 -0.02 0.09
H -3.72215 -3.47724 0.84756 -0.07 -0.05 0.02
H -3.24706 -2.67102 -1.43593 -0.05 -0.02 -0.06
H -1.19073 -1.42153 -1.89967 0.02 0.03 -0.14
```
Positions in Å, forces in eV/Å.

frontier orbital gap: 9.63 eV
electronic energy: -1149.877974 Eh
total charge: 0
energy relative to the best compared isomer or geometry (same formula, charge and spin): 130.9 kJ/mol
HOMO: -0.3271 hartree

Results of the natural (NBO) charge analysis, in e, for atoms 1 through 4:
1. C -0.417
2. N -0.429
3. C -0.410
4. C 0.682

The following is a DFT calculation (ωB97M-V with the def2-TZVPD basis set) of a single C21H24N2O4 molecule.

Geometry as XYZ:
```
51
Properties=species:S:1:pos:R:3:forces:R:3
C -0.82834 3.25449 -5.22852 0.02 -0.03 -0.23
O -0.88036 3.31170 -3.82663 0.11 -0.08 0.43
C 0.01193 2.56363 -3.11661 -0.14 0.10 0.04
C 0.96237 1.72041 -3.66144 -0.24 0.18 -0.13
C 1.82190 0.99684 -2.84371 0.06 0.01 0.27
C 1.75676 1.11640 -1.47095 0.20 0.01 -0.20
C 2.65161 0.31192 -0.57111 -0.27 -0.09 0.17
C 1.84864 -0.77850 0.15542 0.28 0.14 -0.18
N 1.25385 -1.69981 -0.80238 -0.18 -0.08 0.02
C 2.11797 -2.82238 -1.10033 0.05 -0.09 0.07
C -0.11658 -2.09677 -0.51024 0.05 0.05 -0.29
C -1.08200 -0.91869 -0.60058 0.06 -0.03 -0.04
C -1.42718 -0.58250 0.83033 -0.15 0.12 -0.46
O -2.00591 0.39209 1.23233 -0.08 0.09 0.07
N -0.96811 -1.61879 1.63177 -0.14 -0.09 0.46
C -1.17429 -1.67342 3.03631 -0.03 0.00 0.31
C -1.59459 -2.86017 3.62135 -0.01 0.06 -0.09
C -1.78598 -2.91372 4.99006 -0.02 -0.02 0.02
C -1.57161 -1.78999 5.77018 -0.01 0.00 0.07
C -1.15700 -0.60833 5.17988 0.02 0.01 0.03
C -0.94997 -0.54536 3.81364 0.04 -0.04 -0.09
C -0.25629 -2.58241 0.93115 0.16 -0.13 -0.26
O 0.23742 -3.56677 1.41556 0.00 -0.08 0.00
C 0.80018 1.96748 -0.91501 -0.07 0.20 -0.05
C -0.07658 2.68399 -1.71009 -0.15 0.08 -0.06
O -1.04637 3.51763 -1.25169 0.20 -0.12 -0.45
C -1.27161 3.58617 0.13725 -0.05 -0.04 0.32
H -1.60664 3.93060 -5.57908 0.07 -0.06 -0.03
H 0.14138 3.59076 -5.61147 -0.03 -0.03 0.02
H -1.03347 2.24464 -5.60080 0.03 0.04 0.02
H 1.04513 1.60939 -4.73075 -0.05 0.03 -0.12
H 2.54681 0.33705 -3.29474 0.10 -0.10 -0.04
H 3.10913 0.95745 0.18200 0.11 0.00 -0.01
H 3.44700 -0.14622 -1.15839 0.08 0.00 0.02
H 1.06386 -0.28513 0.73080 0.05 0.01 0.05
H 2.49943 -1.30892 0.86699 -0.13 0.02 0.05
H 3.09964 -2.44232 -1.37470 0.09 -0.03 -0.06
H 1.71159 -3.37054 -1.94951 0.04 -0.07 -0.04
H 2.23016 -3.51071 -0.25214 0.04 -0.01 -0.04
H -0.37225 -2.90280 -1.20262 -0.02 0.04 0.15
H -0.63738 -0.06002 -1.10552 -0.07 -0.05 0.06
H -2.00235 -1.17736 -1.12581 -0.03 0.00 0.05
H -1.76119 -3.73238 3.00960 0.00 -0.06 -0.04
H -2.10905 -3.83712 5.44657 -0.02 -0.08 0.03
H -1.72749 -1.83519 6.83756 -0.01 0.00 0.09
H -0.98815 0.26992 5.78463 0.01 0.07 0.05
H -0.62641 0.37413 3.35238 0.01 0.05 -0.05
H 0.75026 2.06331 0.15866 -0.07 0.04 0.16
H -1.53983 2.60921 0.55193 0.05 0.07 -0.05
H -0.40061 3.98704 0.66694 -0.02 0.00 -0.03
H -2.10942 4.27006 0.26154 0.06 -0.03 0.04
```
Positions in Å, forces in eV/Å.

frontier orbital gap: 8.68 eV
electronic energy: -1225.104214 Eh
total charge: 0
energy relative to the best compared isomer or geometry (same formula, charge and spin): 246.5 kJ/mol
HOMO: -0.2910 hartree

Results of the natural (NBO) charge analysis, in e, for atoms 1 through 4:
1. C -0.249
2. O -0.483
3. C 0.235
4. C -0.288

The following is a DFT calculation (ωB97M-V with the def2-TZVPD basis set) of a single C21H24N4O3 molecule.

Geometry as XYZ:
```
52
Properties=species:S:1:pos:R:3:forces:R:3
C 1.64748 2.17884 2.95578 -0.13 0.26 -0.36
C 1.45976 3.26087 1.90756 0.19 0.08 0.29
O 0.71726 2.73722 0.82513 -0.14 -0.25 0.03
C 0.60400 3.64477 -0.24908 0.11 0.14 -0.42
C -0.31179 3.06637 -1.32313 -0.02 0.17 0.51
C -1.76568 2.99046 -0.86221 0.03 0.03 -0.30
N -1.94042 1.96255 0.13743 0.36 0.23 0.08
C -2.97050 1.10293 0.10447 0.12 -0.32 0.46
O -3.86978 1.15079 -0.70684 -0.39 -0.05 -0.21
C -2.91004 0.02593 1.19694 -0.41 0.14 -0.09
N -1.65047 -0.68711 1.14703 0.28 0.15 0.70
N -1.46870 -1.40420 0.04235 0.03 -0.55 -0.88
C -0.37200 -2.04622 -0.17194 -0.50 0.05 0.09
C -0.28707 -2.73936 -1.50329 0.00 0.14 0.03
C 0.36551 -1.80705 -2.49110 0.15 0.00 -0.22
C -0.26705 -0.61825 -2.84175 0.13 -0.07 -0.07
C 0.35994 0.22776 -3.74058 -0.29 -0.02 0.16
N 1.54048 -0.02704 -4.28152 0.27 0.33 -0.37
C 2.13992 -1.15537 -3.94902 0.14 -0.23 0.08
C 1.60046 -2.07735 -3.06415 -0.15 0.10 -0.01
C 0.70449 -2.04518 0.78468 0.09 0.29 0.64
C 1.91834 -2.72366 0.61731 -0.09 0.00 -0.08
C 2.87463 -2.69506 1.60600 0.02 -0.03 -0.05
C 2.64946 -2.00020 2.79307 -0.05 0.05 0.04
C 1.46925 -1.31711 2.97488 -0.10 0.02 0.00
C 0.49509 -1.32261 1.97475 0.31 -0.28 -0.25
C -0.73554 -0.55559 2.16885 -0.21 0.04 -0.03
O -0.97035 0.15571 3.13359 0.10 0.02 0.18
H 2.16518 2.58925 3.81810 0.09 0.03 0.11
H 2.23386 1.36178 2.54260 0.08 -0.08 0.00
H 0.68257 1.78951 3.26989 -0.04 -0.04 0.08
H 0.92503 4.12406 2.33512 0.08 -0.07 -0.07
H 2.43691 3.61612 1.54397 -0.13 0.00 0.01
H 1.60233 3.84032 -0.67205 -0.10 0.01 0.09
H 0.19935 4.60334 0.11420 0.04 -0.06 -0.04
H 0.04167 2.06840 -1.58616 0.03 -0.01 -0.09
H -0.24867 3.70242 -2.20638 0.03 0.02 -0.05
H -2.07612 3.96202 -0.45735 -0.03 -0.03 -0.12
H -2.42750 2.73964 -1.69556 0.05 0.10 0.13
H -1.20826 1.89849 0.83291 -0.12 -0.15 0.04
H -3.73198 -0.67280 1.02803 0.13 0.11 0.00
H -2.99111 0.48002 2.18743 -0.01 -0.08 -0.17
H -1.30593 -2.94724 -1.83394 0.07 -0.08 0.07
H 0.26462 -3.67569 -1.42779 -0.04 -0.02 -0.04
H -1.22858 -0.37041 -2.41786 -0.12 0.08 0.03
H -0.10266 1.15644 -4.04859 -0.12 0.06 0.04
H 3.10104 -1.32979 -4.41524 0.09 -0.09 0.01
H 2.13302 -2.98959 -2.83895 0.05 -0.10 0.03
H 2.10672 -3.27181 -0.29190 0.02 -0.06 -0.10
H 3.80723 -3.22138 1.46444 0.06 -0.04 -0.03
H 3.40340 -1.99785 3.56569 0.05 0.01 0.07
H 1.26561 -0.76826 3.88134 -0.01 0.06 0.07
```
Positions in Å, forces in eV/Å.

frontier orbital gap: 8.81 eV
electronic energy: -1259.404777 Eh
total charge: 0
energy relative to the best compared isomer or geometry (same formula, charge and spin): 154.1 kJ/mol
HOMO: -0.3222 hartree

Results of the natural (NBO) charge analysis, in e, for atoms 1 through 4:
1. C -0.638
2. C -0.052
3. O -0.567
4. C -0.057

The following is a DFT calculation (ωB97M-V with the def2-TZVPD basis set) of a single C21H24N4O4S molecule.

Geometry as XYZ:
```
54
Properties=species:S:1:pos:R:3:forces:R:3
C -2.49424 0.81252 0.31125 -0.21 -0.08 0.21
O -1.43387 0.85247 -0.61312 0.35 0.26 -0.48
C -1.08072 2.05859 -1.15990 0.05 0.01 -0.02
C -1.50047 3.29148 -0.69052 -0.08 -0.23 0.10
C -1.05127 4.45644 -1.29599 0.06 0.13 -0.07
C -0.18409 4.39412 -2.36834 -0.10 0.10 0.13
C 0.23691 3.16676 -2.85466 0.05 -0.04 -0.06
C -0.20631 1.99406 -2.26379 0.00 0.11 0.10
N 0.17081 0.71760 -2.69288 -0.51 -0.06 0.28
C 1.20579 0.38429 -3.50188 -0.04 -0.44 -0.08
O 1.91297 1.16336 -4.10174 0.20 0.17 -0.12
C 1.44680 -1.12010 -3.55056 0.12 -0.04 0.29
S 2.25157 -1.63424 -1.99104 0.32 0.03 -0.36
C 0.82705 -1.85143 -1.02382 -0.20 -0.05 -0.01
N -0.40213 -1.90930 -1.47444 0.80 -0.02 -0.62
N -1.20644 -2.12246 -0.42611 -0.58 0.00 0.83
C -0.47747 -2.18086 0.66039 0.04 0.01 -0.49
C -1.02931 -2.41067 1.97172 -0.71 -0.39 0.46
C -0.49732 -2.09924 3.26004 -0.36 -0.13 0.42
C -1.42585 -2.51475 4.15724 0.80 0.37 0.04
O -2.48549 -3.05608 3.53136 -0.38 -0.12 0.02
C -2.25816 -2.99006 2.20838 0.63 0.19 -0.84
C -3.28435 -3.51925 1.27835 0.00 -0.08 0.27
N 0.84995 -2.01463 0.33093 -0.65 -0.12 -0.68
C 2.00515 -1.92161 1.17395 0.57 0.42 0.41
C 2.41338 -0.46544 1.50814 -0.12 -0.24 0.37
C 1.26366 0.54381 1.64801 0.17 -0.04 -0.04
C 1.88842 1.83019 1.11084 0.18 -0.14 -0.07
C 2.80647 1.28486 0.02077 -0.13 0.43 -0.17
O 3.26922 0.03015 0.49114 0.05 -0.24 0.07
H -2.69672 -0.24686 0.46515 -0.02 0.10 0.04
H -3.38630 1.30418 -0.08667 0.03 0.02 0.01
H -2.21472 1.27625 1.26381 -0.01 0.01 -0.04
H -2.17101 3.35578 0.15212 -0.06 -0.05 0.08
H -1.38563 5.41049 -0.91748 -0.03 0.08 0.03
H 0.16665 5.30029 -2.83701 0.04 0.08 -0.05
H 0.91196 3.10873 -3.69151 0.01 -0.03 -0.03
H -0.35448 -0.03991 -2.25819 0.18 -0.01 -0.15
H 0.52968 -1.69692 -3.65093 0.01 0.01 -0.12
H 2.15527 -1.35134 -4.34384 -0.08 0.06 0.05
H 0.42548 -1.61108 3.49221 0.18 0.10 0.13
H -1.44895 -2.48281 5.22806 -0.10 -0.04 0.14
H -2.92342 -3.41771 0.25947 -0.08 -0.03 0.04
H -3.49525 -4.56379 1.50314 -0.05 -0.08 0.01
H -4.21282 -2.95996 1.38540 -0.10 0.04 -0.05
H 1.81113 -2.48673 2.08627 0.07 0.00 -0.13
H 2.85268 -2.37218 0.64879 -0.09 -0.07 0.17
H 3.00123 -0.50893 2.43918 -0.11 -0.03 -0.09
H 0.91950 0.63723 2.67584 -0.05 -0.03 0.04
H 0.41984 0.25863 1.01931 -0.04 0.01 0.00
H 1.15370 2.52934 0.71783 -0.04 0.06 0.00
H 2.47488 2.32222 1.88794 0.00 0.05 0.01
H 3.67780 1.91284 -0.17148 -0.07 0.00 -0.01
H 2.25884 1.15169 -0.92110 0.05 -0.01 0.04
```
Positions in Å, forces in eV/Å.

frontier orbital gap: 8.68 eV
electronic energy: -1732.801329 Eh
total charge: 0
energy relative to the best compared isomer or geometry (same formula, charge and spin): 202.1 kJ/mol
HOMO: -0.2986 hartree

Results of the natural (NBO) charge analysis, in e, for atoms 1 through 4:
1. C -0.255
2. O -0.534
3. C 0.337
4. C -0.306